A molecular structure, C5H9NO. Source: the Open Molecules 2025 dataset; level of theory: ωB97M-V/def2-TZVPD.

Each line ends with the Löwdin charge.
Geometry (Å):
1 C -0.0732 -0.6875 1.0857  -0.358
2 C -0.4177 -1.0318 -0.4071  -0.197
3 C -0.1806 0.1889 -1.1234  -0.348
4 C 1.3014 0.5013 -0.6297  -0.057
5 C 0.4624 0.7228 0.6927  -0.259
6 H -2.0056 -0.4431 1.3922  0.179
7 H 0.9423 -1.4803 1.0367  0.194
8 H -1.4273 -1.2812 -0.3454  0.084
9 H 0.2230 -2.0096 -0.4650  0.146
10 H -0.4584 0.1963 -2.1328  0.121
11 H 1.3151 1.5222 -1.3791  0.159
12 H 2.2669 -0.1164 -0.6939  0.116
13 H 0.6741 1.4262 1.5521  0.146
14 H -0.7105 2.2039 -0.4039  0.137
15 N -0.7313 1.1632 -0.1348  0.005
16 O -1.1806 -0.8747 1.9558  -0.069

Atomic forces in eV per Å
3.256 -1.493 -2.582
0.343 -4.632 2.266
2.018 0.201 0.755
-0.564 3.294 -2.110
-0.490 1.764 1.481
3.122 -1.413 2.120
-2.903 2.216 2.440
-1.916 -0.889 -0.510
-1.449 1.864 -1.701
-0.356 0.414 -1.448
1.218 -2.147 2.856
-1.764 0.621 -0.045
0.280 -0.788 -1.057
0.480 -2.252 0.224
-0.009 1.380 -0.382
-1.266 1.860 -2.307

## Properties
Gap between HOMO and LUMO   0.37649 Ha
2S+1   1
Total charge   0
LUMO   0.92 eV
HOMO level   -9.32 eV

=====

A single C5H9NO molecule. Source: the Open Molecules 2025 dataset; level of theory: ωB97M-V/def2-TZVPD.

Each line ends with the Löwdin charge.
Geometry (Å):
1 C -2.0175 -0.2197 -0.7537  -0.011
2 N -0.8029 0.4203 -0.2372  -0.250
3 C -0.7674 0.8891 0.9863  0.050
4 C 0.3098 0.4052 -1.0263  -0.071
5 C 1.5894 -0.1025 -0.5995  -0.485
6 O 2.5295 -0.1486 -1.3894  0.001
7 C 1.7693 -0.7286 0.7913  -0.040
8 H -2.9053 0.2480 -0.3312  0.091
9 H -1.9994 -1.2934 -0.5391  0.104
10 H -2.0386 -0.1083 -1.8379  0.095
11 H 0.0429 1.5575 1.2486  0.097
12 H -1.5052 0.5785 1.7158  0.087
13 H 0.1338 0.5563 -2.0862  0.113
14 H 2.5510 -1.4894 0.7135  0.079
15 H 2.1125 0.0034 1.5308  0.074
16 H 0.8686 -1.2085 1.1928  0.065

Atomic forces in eV per Å
-0.265 -0.067 -0.170
0.103 0.065 0.436
0.032 -0.103 -0.029
0.105 -0.176 -0.314
0.028 0.004 0.050
-0.124 0.090 0.184
0.082 -0.026 0.093
0.051 -0.046 0.081
0.080 0.236 0.077
0.103 0.091 0.105
-0.069 -0.268 -0.008
-0.059 0.091 -0.176
0.115 -0.200 0.119
-0.110 0.163 -0.150
-0.089 -0.038 -0.171
0.018 0.184 -0.126

## Properties
Gap between HOMO and LUMO (alpha / beta)   0.28176 / 0.28189 Ha
2S+1   1
Total charge   0
LUMO (alpha / beta)   0.07 / 0.07 eV
HOMO level (alpha / beta)   -7.60 / -7.60 eV

=====

A single C5H9NO molecule. Source: the Open Molecules 2025 dataset; level of theory: ωB97M-V/def2-TZVPD.

Each line ends with the Löwdin charge.
Geometry (Å):
1 C -1.0537 0.0492 1.2871  -0.048
2 C -0.7392 0.0691 -0.1940  -0.359
3 N -1.2634 1.2349 -0.8356  -0.076
4 C 0.1370 1.3154 -1.2555  -0.031
5 C 1.0925 0.1871 -0.1227  -0.185
6 C 1.3949 -1.2840 0.1948  -0.266
7 O 0.7662 -2.2576 -0.1404  0.046
8 H -0.7858 1.0069 1.7409  0.093
9 H -2.1378 -0.0702 1.3898  0.092
10 H -0.5628 -0.7718 1.8182  0.081
11 H -0.8865 -0.8749 -0.7160  0.132
12 H -1.8345 0.9283 -1.6208  0.106
13 H 0.2470 0.7045 -2.1839  0.060
14 H 1.3532 0.7920 0.7468  0.110
15 H 1.9086 0.3618 -0.8414  0.115
16 H 2.3641 -1.3906 0.7326  0.129

Atomic forces in eV per Å
0.065 -0.008 0.061
-0.239 -0.244 0.215
-0.081 -0.044 -0.129
0.034 0.086 -0.353
0.229 -0.087 0.217
-0.253 -0.345 -0.149
0.366 0.466 0.189
-0.020 -0.133 -0.070
0.136 0.007 -0.051
-0.048 0.121 -0.089
0.055 0.225 0.057
0.076 0.025 0.079
-0.022 0.110 0.089
-0.041 -0.120 -0.070
-0.146 -0.035 0.052
-0.110 -0.024 -0.051

## Properties
Gap between HOMO and LUMO   0.31369 Ha
2S+1   1
Total charge   0
LUMO   0.85 eV
HOMO level   -7.69 eV

=====

A single C5H9NO molecule. Source: the Open Molecules 2025 dataset; level of theory: ωB97M-V/def2-TZVPD.

Each line ends with the Löwdin charge.
Geometry (Å):
1 C -0.9183 -0.9262 1.0047  -0.029
2 C -0.2245 -0.3962 -0.2016  -0.182
3 C -0.6534 -0.9095 -1.5303  -0.039
4 N 0.6097 1.9424 -0.3082  0.118
5 C 1.1971 1.4220 0.8908  -0.155
6 C 1.0694 0.2627 -0.1011  -0.583
7 O 1.9567 -0.2016 -0.8349  0.016
8 H -0.3511 -1.8301 1.2892  0.114
9 H -1.9512 -1.2416 0.8235  0.087
10 H -0.8520 -0.2495 1.8609  0.079
11 H -1.7367 -0.7565 -1.6358  0.092
12 H -0.4808 -1.9903 -1.6300  0.102
13 H -0.1066 -0.4007 -2.3255  0.094
14 H -0.3849 2.1370 -0.1908  0.071
15 H 2.2357 1.7008 1.0835  0.116
16 H 0.5910 1.4373 1.8054  0.100

Atomic forces in eV per Å
0.060 0.146 0.023
-0.318 0.046 0.030
0.052 0.092 0.005
-0.418 0.417 0.073
0.078 -0.051 0.114
0.220 -1.015 -0.308
0.216 0.360 0.376
-0.120 0.128 -0.020
0.181 0.193 -0.010
-0.082 -0.076 -0.082
0.178 -0.034 0.010
0.037 0.138 0.075
-0.052 -0.111 0.075
0.044 -0.022 0.208
-0.230 -0.030 -0.306
0.153 -0.180 -0.262

## Properties
Gap between HOMO and LUMO (alpha / beta)   0.25705 / 0.29983 Ha
2S+1   1
Total charge   0
LUMO (alpha / beta)   -1.08 / -0.47 eV
HOMO level (alpha / beta)   -8.08 / -8.63 eV

=====

ΔE to the lowest compared entry with this formula, charge and spin in kcal/mol, matching the order above: 124.5; 68.5; 153.1; 109.4
Maximum force in eV/A, matching the order above: 5.17; 0.45; 0.62; 1.08
Energy in hartree, matching the order above: -325.7391; -325.8284; -325.6936; -325.7633